No. 1
A structure of composition C19H24ClMnNSi in a non-equilibrium geometry, computed with ωB97M-V/def2-TZVPD.

Geometry (Å):
C  -2.78  -1.76  -1.67
C  -1.69  -1.94  -2.58
C  -1.13  -0.66  -2.87
H  -1.32  -2.89  -2.95
C  -1.86  0.33  -2.14
C  -2.93  -0.36  -1.43
H  -3.74  0.13  -0.90
H  -3.39  -2.54  -1.22
H  -0.31  -0.46  -3.57
H  -1.75  1.41  -2.21
Mn  -0.96  -0.91  -0.53
Cl  -0.22  -2.94  -0.07
C  3.28  -0.55  -2.21
C  2.94  0.73  -2.75
C  2.34  0.51  -4.03
H  3.03  1.69  -2.26
C  2.36  -0.90  -4.29
C  3.04  -1.54  -3.21
H  3.28  -2.60  -3.14
H  3.67  -0.74  -1.21
H  2.05  1.27  -4.74
H  2.08  -1.36  -5.23
C  2.53  1.48  1.04
Si  1.32  0.35  1.90
C  2.19  -1.27  2.20
C  0.97  1.12  3.57
N  -0.18  0.13  1.01
C  -1.37  0.51  1.64
C  -2.20  -0.48  2.23
C  -3.48  -0.14  2.65
C  -3.90  1.20  2.57
C  -3.06  2.19  2.05
C  -1.80  1.86  1.58
H  3.28  1.79  1.79
H  2.04  2.39  0.67
H  3.06  0.99  0.21
H  2.94  -1.08  2.98
H  1.49  -2.04  2.55
H  2.69  -1.64  1.30
H  0.65  2.17  3.50
H  0.21  0.58  4.15
H  1.92  1.09  4.14
H  -1.81  -1.50  2.32
H  -4.12  -0.91  3.08
H  -4.89  1.47  2.93
H  -3.38  3.24  2.02
H  -1.11  2.58  1.14

LUMO energy (alpha / beta) ... 0.88 / 2.54 eV
Frontier orbital gap (alpha / beta) ... 0.136 / 0.197 Ha
HOMO (alpha / beta) ... -0.10342 / -0.10314 Eh
Energy ... -73304.631 eV
2S+1 ... 5
F_max ... 1.5 eV/A
Net charge ... -1

No. 2
A structure of composition C19H24ClNSiW in a non-equilibrium geometry, computed with ωB97M-V/def2-TZVPD.

Geometry (Å):
C  2.00  -0.66  2.41
C  3.24  -0.14  1.95
C  3.62  -0.88  0.77
H  3.80  0.67  2.42
C  2.59  -1.84  0.48
C  1.59  -1.72  1.50
H  0.65  -2.29  1.56
H  1.42  -0.31  3.27
H  4.55  -0.75  0.20
H  2.56  -2.54  -0.36
W  1.55  0.34  0.29
Cl  0.46  1.85  1.72
C  1.25  1.99  -1.41
C  1.70  0.83  -2.13
C  3.08  0.60  -1.77
H  1.10  0.22  -2.81
C  3.47  1.62  -0.84
C  2.34  2.48  -0.61
H  2.30  3.34  0.07
H  0.24  2.41  -1.43
H  3.70  -0.23  -2.14
H  4.44  1.72  -0.35
C  -1.11  -0.96  3.17
Si  -1.62  -0.72  1.34
C  -2.30  -2.37  0.77
C  -3.07  0.43  1.57
N  -0.44  -0.17  0.04
C  -1.15  0.18  -1.10
C  -1.17  -0.67  -2.28
C  -1.91  -0.33  -3.39
C  -2.67  0.83  -3.43
C  -2.69  1.68  -2.32
C  -1.96  1.37  -1.19
H  -2.01  -1.26  3.71
H  -0.37  -1.74  3.34
H  -0.77  -0.02  3.59
H  -3.05  -2.72  1.48
H  -2.77  -2.24  -0.20
H  -1.51  -3.11  0.69
H  -2.73  1.40  1.92
H  -3.64  0.53  0.65
H  -3.74  0.00  2.33
H  -0.57  -1.59  -2.23
H  -1.89  -1.00  -4.26
H  -3.25  1.10  -4.32
H  -3.29  2.60  -2.33
H  -1.97  2.03  -0.32

LUMO energy (alpha / beta) ... 0.46 / -0.19 eV
Frontier orbital gap (alpha / beta) ... 0.240 / 0.279 Ha
HOMO (alpha / beta) ... -0.22284 / -0.28568 Eh
Energy ... -43808.582 eV
2S+1 ... 3
F_max ... 3.0 eV/A
Net charge ... 0

No. 3
A structure of composition C19H24CoIN3O3S3 in a non-equilibrium geometry, computed with ωB97M-V/def2-TZVPD.

Geometry (Å):
Co  0.00  0.00  0.00
O  4.22  -0.12  -0.94
C  4.58  -0.06  0.38
C  5.95  -0.07  0.65
C  6.40  -0.01  1.97
C  5.48  0.04  3.01
C  4.10  0.05  2.74
C  3.62  0.00  1.42
C  2.11  0.00  1.22
O  1.81  0.00  0.01
N  1.34  0.00  2.27
N  0.01  0.00  1.85
C  -0.85  -0.05  2.80
S  -2.57  -0.06  2.40
C  -3.14  -0.51  4.05
C  -2.24  0.19  5.04
S  -0.54  -0.13  4.54
H  3.22  -0.09  -0.89
H  6.65  -0.11  -0.17
H  7.46  -0.02  2.18
H  5.81  0.09  4.04
H  3.40  0.09  3.56
H  -3.09  -1.60  4.17
H  -4.18  -0.20  4.18
H  -2.41  -0.18  6.06
H  -2.42  1.27  5.05
I  -4.91  2.30  -2.07
C  -3.96  0.94  -0.84
C  -4.69  0.06  -0.05
C  -4.02  -0.85  0.76
C  -2.63  -0.84  0.75
N  -1.89  0.00  0.00
C  -2.58  0.87  -0.78
H  -5.78  0.07  -0.06
H  -4.56  -1.55  1.39
H  -2.07  -1.53  1.37
H  -1.95  1.53  -1.37
C  -1.78  3.93  1.30
C  -1.37  3.45  -0.08
S  0.00  2.27  0.00
O  0.13  1.62  -1.35
C  1.37  3.44  0.20
C  1.74  4.16  -1.08
H  -2.65  4.59  1.23
H  -0.98  4.49  1.79
H  -2.04  3.09  1.95
H  -1.11  4.29  -0.73
H  -2.22  2.93  -0.54
H  2.23  2.86  0.54
H  1.13  4.15  1.00
H  2.03  3.46  -1.87
H  2.60  4.82  -0.90
H  0.92  4.78  -1.46
H  0.00  -1.59  0.00

LUMO energy (alpha / beta) ... -3.50 / -4.51 eV
Frontier orbital gap (alpha / beta) ... 0.257 / 0.219 Ha
HOMO (alpha / beta) ... -0.38581 / -0.38522 Eh
Energy ... -108924.015 eV
2S+1 ... 5
F_max ... 9.1 eV/A
Net charge ... +1

No. 4
A structure of composition C19H24DyN3O5PS in a non-equilibrium geometry, computed with ωB97M-V/def2-TZVPD.

Geometry (Å):
C  -0.58  2.59  -1.73
C  0.01  1.46  -2.52
N  0.32  0.37  -1.81
C  0.46  -0.84  -2.42
C  0.69  -0.88  -3.81
C  0.49  0.30  -4.54
C  0.09  1.47  -3.90
C  -0.03  -2.00  -1.67
P  0.35  -2.49  0.07
H  -0.22  2.38  -4.40
H  0.93  -1.83  -4.27
H  0.62  0.29  -5.61
C  1.44  3.26  -0.65
C  -0.65  3.63  0.48
H  -0.11  -2.90  -2.32
H  -1.66  2.40  -1.58
H  -0.47  3.54  -2.29
C  1.84  -3.52  0.21
C  -0.99  -3.72  0.29
H  2.14  -3.49  1.27
H  1.63  -4.54  -0.13
H  2.64  -3.09  -0.40
H  -1.36  -3.67  1.32
H  -1.81  -3.54  -0.42
H  -0.55  -4.72  0.10
H  -0.65  4.65  0.06
H  -1.68  3.28  0.60
H  -0.17  3.64  1.47
H  1.35  4.17  -1.25
H  1.93  3.51  0.29
H  2.06  2.54  -1.18
C  0.11  -1.60  2.36
O  0.23  -2.19  3.35
Dy  0.02  0.41  0.55
O  -1.80  -0.69  -0.54
H  -1.22  -1.34  -1.33
H  -2.71  -0.47  -0.87
N  0.10  2.72  -0.41
O  3.59  -0.96  -0.34
C  3.35  -0.39  0.73
N  2.36  0.58  0.84
S  2.31  1.35  2.31
O  2.90  2.67  2.33
O  0.84  1.29  2.62
C  3.35  0.14  3.04
C  3.59  -0.07  4.39
C  4.38  -1.15  4.77
C  4.94  -2.01  3.80
C  4.70  -1.77  2.44
C  3.92  -0.67  2.07
H  3.13  0.60  5.12
H  4.57  -1.35  5.82
H  5.56  -2.84  4.10
H  5.10  -2.41  1.67

LUMO energy (alpha / beta) ... -6.45 / -9.55 eV
Frontier orbital gap (alpha / beta) ... 0.317 / 0.204 Ha
HOMO (alpha / beta) ... -0.55461 / -0.55467 Eh
Energy ... -78992.575 eV
2S+1 ... 7
F_max ... 5.1 eV/A
Net charge ... +2

No. 5
The molecule C19H24FN3O2, computed with ωB97M-V/def2-TZVPD.

Geometry (Å):
O  -1.50  -2.89  0.22
C  -1.93  -1.77  0.11
C  -3.40  -1.51  -0.18
C  -3.90  -0.20  0.44
C  -5.37  0.01  0.18
C  -6.26  0.10  1.24
C  -7.61  0.29  1.03
C  -8.07  0.38  -0.27
F  -9.39  0.57  -0.49
C  -7.21  0.30  -1.35
C  -5.86  0.11  -1.11
C  -3.06  0.95  -0.12
C  -1.60  0.69  0.10
O  -0.84  1.76  0.18
C  -1.09  -0.58  0.21
C  0.33  -0.78  0.43
N  1.13  0.20  0.53
C  2.53  -0.01  0.70
C  3.27  0.41  -0.59
N  4.71  0.35  -0.56
C  5.35  1.26  0.37
C  6.85  1.31  0.05
N  7.47  0.00  0.10
C  6.76  -0.93  -0.76
C  5.26  -0.99  -0.44
H  -3.98  -2.36  0.20
H  -3.52  -1.49  -1.26
H  -3.74  -0.25  1.52
H  -5.89  0.02  2.26
H  -8.30  0.36  1.85
H  -7.60  0.37  -2.35
H  -5.20  0.04  -1.96
H  -3.32  1.90  0.35
H  -3.23  1.06  -1.19
H  0.12  1.44  0.33
H  0.65  -1.82  0.52
H  2.76  -1.06  0.93
H  2.87  0.62  1.53
H  2.99  1.44  -0.83
H  2.92  -0.23  -1.41
H  4.91  2.25  0.25
H  5.22  0.94  1.42
H  7.36  1.97  0.74
H  6.98  1.69  -0.97
H  7.44  -0.35  1.06
H  7.21  -1.92  -0.66
H  6.89  -0.58  -1.79
H  4.76  -1.65  -1.15
H  5.13  -1.40  0.58

LUMO energy ... 0.57 eV
Frontier orbital gap ... 0.325 Ha
SMILES string ... O=C1C[C@H](c2ccc(F)cc2)CC(O)=C1/C=N/CCN1CCNCC1
HOMO ... -0.30458 Eh
Energy ... -31375.279 eV
F_max ... 0.7 eV/A
Net charge ... 0